DFT (ωB97M-V/def2-TZVPD) results for a 2-piece molecular cluster, H4O2 overall.

Output
E (eV): -4159.6158
Energy relative to the best compared isomer or geometry (same formula, charge and spin) (kcal/mol): 7.5

```
6
Properties=species:S:1:pos:R:3:forces:R:3
H -2.6331 0.5661 0.2800 -0.556 0.833 0.796
H -1.2816 -0.2172 0.5231 -1.533 0.500 -0.815
H 1.6131 0.8112 0.0683 0.461 -0.339 -0.160
H 1.4918 -0.7006 0.2081 0.941 0.668 -0.369
O -2.0427 -0.0578 -0.0986 2.066 -1.328 0.047
O 2.1440 0.0003 -0.0364 -1.380 -0.334 0.500
```
Positions in Å, forces in eV/Å.

These are the Mulliken partial charges, in e, on atoms 1 to 5: atom 1 (H): 0.318, atom 2 (H): 0.307, atom 3 (H): 0.321, atom 4 (H): 0.318, atom 5 (O): -0.629